{"formula": "C6H10O", "method": "ωB97M-V/def2-TZVPD", "total_charge": 0, "fmax_ev_per_a": 0.29, "smiles": "C=COC/C=C\\C", "homo_lumo_gap_ev": 9.90, "species": ["C", "C", "O", "C", "C", "C", "C", "H", "H", "H", "H", "H", "H", "H", "H", "H", "H"], "xyz": [[1.2129, -1.6628, -0.2250], [2.1675, -0.7591, -0.0033], [2.0536, 0.4672, 0.5616], [0.7453, 0.9969, 0.7509], [-0.0128, 1.0994, -0.5439], [-1.2585, 0.6956, -0.7918], [-2.1965, -0.0217, 0.1364], [1.4682, -2.5893, -0.7234], [0.1777, -1.5144, 0.0546], [3.2032, -0.9331, -0.2824], [0.9330, 1.9978, 1.1541], [0.2015, 0.4233, 1.5125], [0.5636, 1.5454, -1.3533], [-1.6401, 0.8517, -1.8003], [-3.1536, 0.5051, 0.2257], [-1.7911, -0.1467, 1.1440], [-2.4224, -1.0190, -0.2633]], "forces_ev_per_angstrom": [[0.117, 0.142, 0.099], [-0.070, -0.267, -0.093], [0.065, -0.020, -0.119], [-0.243, 0.066, 0.084], [-0.210, -0.009, -0.061], [0.196, 0.058, -0.001], [0.026, -0.021, 0.090], [0.059, 0.073, 0.127], [0.126, 0.008, -0.059], [-0.132, -0.043, 0.030], [-0.100, -0.152, -0.027], [0.113, 0.005, -0.134], [-0.113, 0.012, 0.084], [0.048, 0.023, 0.122], [0.157, -0.041, -0.039], [-0.056, 0.023, -0.149], [0.019, 0.143, 0.048]]}